C28H20CdP2S7 | wB97M-V/def2-TZVPD

ORCA input file:
```
! RIJCOSX wB97M-V def2-TZVPD def2/J DEFGRID3
* xyz -2 1
Cd -1.622 2.338 -0.860
S -0.449 2.947 1.867
P -0.082 1.045 1.372
C -0.258 0.630 -0.240
P 0.717 0.416 -1.580
S 0.978 1.943 -2.839
C 2.355 -0.317 -1.155
C 3.553 0.292 -1.501
C 4.765 -0.266 -1.114
C 4.791 -1.441 -0.378
C 3.595 -2.063 -0.034
C 2.390 -1.503 -0.425
C 0.025 -0.995 -2.544
C 0.645 -1.435 -3.711
C 0.132 -2.507 -4.419
C -1.025 -3.144 -3.977
C -1.654 -2.701 -2.825
C -1.126 -1.634 -2.106
C 1.536 0.617 2.130
C 1.682 -0.153 3.280
C 2.940 -0.386 3.822
C 4.070 0.152 3.224
C 3.931 0.942 2.089
C 2.675 1.176 1.556
C -1.277 -0.039 2.262
C -1.110 -1.423 2.227
C -2.055 -2.267 2.782
C -3.205 -1.736 3.360
C -3.389 -0.364 3.380
C -2.423 0.482 2.843
H 3.515 1.213 -2.073
H 5.694 0.224 -1.385
H 5.736 -1.872 -0.070
H 3.604 -2.977 0.547
H 1.456 -1.981 -0.148
H 1.528 -0.917 -4.070
H 0.624 -2.843 -5.325
H -1.436 -3.976 -4.537
H -2.565 -3.178 -2.483
H -1.597 -1.271 -1.199
H 0.810 -0.579 3.760
H 3.035 -0.991 4.716
H 5.052 -0.036 3.641
H 4.802 1.374 1.610
H 2.570 1.814 0.684
H -0.236 -1.841 1.737
H -1.908 -3.340 2.747
H -3.958 -2.395 3.775
H -4.292 0.059 3.803
H -2.561 1.556 2.854
S -7.942 5.715 -2.714
C -6.523 4.942 -2.256
S -6.426 3.296 -1.818
C -4.703 3.171 -1.548
C -4.010 4.318 -1.775
S -2.291 4.616 -1.636
S -4.983 5.676 -2.288
S -4.100 1.615 -1.039
*
```

## Properties
- Lowest unoccupied orbital energy: 0.155 Ha
- Calculated total energy: -4716.93308 hartree
- Gap between HOMO and LUMO: 5.82 eV
- HOMO energy: -1.6 eV